# 1
A single C9H13Br molecule in a non-equilibrium geometry. Source: the Open Molecules 2025 dataset; level of theory: ωB97M-V with the def2-TZVPD basis set.

Output
Frontier orbital gap (alpha / beta)   7.5 / 7.9 eV
ΔE to the lowest compared entry with this formula, charge and spin   64.8 kcal per mole
F_max   4.80 eV/Å
LUMO energy (alpha / beta)   0.07 / 0.64 eV

Positions of all 23 atoms, in Å:
C 0.628 1.358 0.207
C 0.190 2.486 0.312
C -0.059 -1.158 -1.226
C 1.242 0.084 0.174
C 0.478 -1.207 0.246
C -0.411 3.752 0.376
C -1.312 -0.444 -1.500
C -0.715 -1.061 1.245
C 1.319 -2.472 0.518
Br 3.095 0.095 -0.376
H 0.600 -1.283 -2.054
H -0.028 4.413 1.094
H -1.564 3.698 0.563
H -0.230 4.030 -0.630
H -1.404 0.338 -0.877
H -2.105 -1.201 -1.313
H -1.319 -0.117 -2.549
H -1.117 -0.080 1.157
H -0.507 -1.333 2.174
H -1.426 -1.653 0.838
H 1.953 -2.267 1.301
H 2.044 -2.675 -0.282
H 0.650 -3.303 0.604

Atoms 1-6, force components in eV/Å:
C 0.58 -0.18 0.28
C 0.64 -2.95 0.86
C 1.16 0.80 2.28
C -0.24 0.27 -1.03
C -0.36 -0.35 -0.83
C -3.27 -0.17 -0.36

***

# 2
A molecular structure, C9H13CeNO in a non-equilibrium geometry. Source: the Open Molecules 2025 dataset; level of theory: ωB97M-V with the def2-TZVPD basis set.

Output
Frontier orbital gap (alpha / beta)   5.0 / 5.1 eV
2S+1   2
Net charge   -1
<S²>   0.786
F_max   7.10 eV/Å
LUMO energy (alpha / beta)   2.48 / 2.45 eV

Positions of all 25 atoms, in Å:
C 0.156 -2.318 -1.030
C -1.099 -2.045 -0.413
C -0.895 -1.900 0.978
C 0.481 -2.117 1.243
C 1.130 -2.393 0.013
Ce 0.742 0.870 -0.878
N 2.937 1.126 -0.413
C -0.917 0.812 -2.730
C -1.833 0.657 -1.692
H -1.689 -1.777 1.727
H -2.073 -2.034 -0.918
H 0.922 -2.177 2.248
H 2.170 -2.740 -0.112
H 0.281 -2.639 -2.078
H -2.540 -0.187 -1.676
H -0.667 1.806 -3.093
H 3.155 1.612 -1.345
H -2.260 1.537 -1.151
H -0.590 -0.029 -3.366
C 0.703 2.470 2.823
C 0.178 1.897 1.528
O -0.938 1.768 1.000
H 1.799 2.324 2.696
H 0.369 1.915 3.737
H 0.478 3.563 2.904

Atoms 1-6, force components in eV/Å:
C -0.04 -0.03 0.01
C -0.09 0.12 0.03
C -0.11 -0.22 -0.18
C 0.05 -0.16 -0.11
C 0.17 -0.01 -0.05
Ce 4.20 -1.10 5.61

***

# 3
6 unconnected molecules or ions with the total composition C9H13Cl12NO3 in a non-equilibrium geometry. Source: the Open Molecules 2025 dataset; level of theory: ωB97M-V with the def2-TZVPD basis set.

Output
Frontier orbital gap   11.3 eV
ΔE to the lowest compared entry with this formula, charge and spin   29.9 kcal per mole
Structure (SMILES)   COC(=O)OC.ClC(Cl)Cl.ClC(Cl)Cl.ClC(Cl)Cl.ClC(Cl)Cl.CC#N
F_max   5.50 eV/Å
LUMO energy   0.21 eV

Positions of all 38 atoms, in Å:
C 2.888 -1.786 -0.869
C 3.940 -2.667 -1.297
N 4.838 -3.416 -1.496
H 2.624 -1.940 0.178
H 2.000 -1.891 -1.491
H 3.392 -0.851 -1.113
C -1.777 -0.784 0.614
O -0.884 0.162 0.066
C 0.370 0.377 0.498
O 0.915 -0.061 1.484
O 1.013 1.211 -0.327
C 2.443 1.457 -0.130
H -1.426 -1.767 0.301
H -2.772 -0.637 0.194
H -1.887 -0.582 1.680
H 2.447 2.288 0.575
H 3.015 1.897 -0.948
H 3.030 0.630 0.270
C -0.253 -3.040 -3.703
Cl -0.531 -1.789 -2.516
Cl -0.535 -2.416 -5.354
Cl -1.271 -4.449 -3.346
H 0.722 -3.515 -3.601
C -2.393 -1.367 4.764
Cl -2.713 -2.427 6.163
Cl -2.220 0.346 5.172
Cl -3.813 -1.395 3.594
H -1.460 -1.656 4.279
C -1.473 2.020 -3.506
Cl 0.065 2.440 -4.155
Cl -2.382 0.915 -4.534
Cl -2.428 3.519 -3.143
H -1.239 1.574 -2.540
C -0.423 3.844 2.930
Cl -0.933 5.356 3.800
Cl 1.041 4.087 1.902
Cl -1.746 3.245 1.948
H -0.183 3.068 3.658

Atoms 1-6, force components in eV/Å:
C 0.19 0.30 -0.77
C 3.51 -4.23 -0.27
N -3.18 2.79 0.41
H 0.23 0.30 -0.04
H 0.07 0.06 0.03
H -0.78 0.60 0.56

***

# 4
A molecular structure, C9H13Cl2I2NOPPb in a non-equilibrium geometry. Source: the Open Molecules 2025 dataset; level of theory: ωB97M-V with the def2-TZVPD basis set.

Output
Frontier orbital gap (alpha / beta)   2.8 / 3.7 eV
ΔE to the lowest compared entry with this formula, charge and spin   0.0 kcal per mole
Net charge   +3
F_max   2.92 eV/Å
LUMO energy (alpha / beta)   -14.94 / -14.03 eV

Positions of all 30 atoms, in Å:
I 1.897 -1.207 -4.555
I 3.155 0.924 -3.366
Pb 0.091 -0.297 -0.864
P 1.199 -2.046 0.860
C 2.589 -1.650 1.961
C -0.004 -3.111 1.718
H 1.004 -3.141 -1.296
H 2.296 -3.904 -0.255
H 2.569 -2.327 -1.153
C 1.846 -2.958 -0.602
H -0.863 -3.283 1.042
H 0.487 -4.060 2.010
H 3.080 -2.584 2.296
H 2.206 -1.083 2.834
H -0.373 -2.565 2.611
H 3.315 -1.003 1.430
C 1.516 1.458 1.272
O 2.065 2.302 1.803
Cl -1.885 -1.871 -1.544
Cl -4.514 3.362 1.451
C -3.225 3.045 0.299
C -3.071 3.872 -0.802
C -2.015 3.597 -1.696
C -1.199 2.477 -1.402
N -1.341 1.650 -0.339
C -2.377 1.957 0.508
H -3.768 4.720 -0.958
H -1.811 4.193 -2.591
H -0.376 2.229 -2.043
H -2.495 1.306 1.369

Atoms 1-6, force components in eV/Å:
I 0.98 1.55 0.62
I -0.77 -1.52 -1.08
Pb -2.55 0.23 -0.03
P 0.92 -1.95 0.45
C -0.16 0.98 -0.05
C -0.58 0.74 -0.06

***

# 5
A molecular structure, C9H13Cl2NO4RuS2 in a non-equilibrium geometry. Source: the Open Molecules 2025 dataset; level of theory: ωB97M-V with the def2-TZVPD basis set.

Output
Frontier orbital gap (alpha / beta)   7.0 / 7.4 eV
2S+1   2
ΔE to the lowest compared entry with this formula, charge and spin   21.0 kcal per mole
Net charge   +1
<S²>   0.783
F_max   1.25 eV/Å
LUMO energy (alpha / beta)   -5.40 / -4.95 eV

Positions of all 32 atoms, in Å:
Ru -1.258 0.336 -0.357
O -1.275 0.141 1.825
C -0.051 0.685 2.410
C 0.891 -0.481 2.597
C 0.956 -1.334 1.332
C 1.588 -0.625 0.187
C 2.965 -0.612 0.008
C 3.513 0.004 -1.097
C 2.666 0.602 -2.020
C 1.314 0.593 -1.779
N 0.772 -0.003 -0.693
H -2.001 0.776 1.959
H -0.257 1.163 3.366
H 0.337 1.442 1.730
H 0.555 -1.125 3.410
H 1.867 -0.076 2.877
H -0.051 -1.617 1.037
H 1.492 -2.259 1.542
H 3.591 -1.100 0.744
H 4.584 0.006 -1.251
H 3.045 1.080 -2.911
H 0.626 1.067 -2.461
Cl -1.342 -1.282 -2.543
C -2.718 -2.168 -1.857
Cl -2.903 -1.728 -0.137
H -2.506 -3.228 -1.920
H -3.617 -1.880 -2.387
O -3.581 3.538 -0.975
S -2.773 2.406 -0.718
O -2.998 1.180 -1.549
O -2.666 1.920 0.685
S -0.765 2.581 -1.055

Atoms 1-6, force components in eV/Å:
Ru -0.69 1.03 -0.10
O 0.74 0.41 -0.75
C 0.16 -0.11 0.33
C -0.08 0.00 0.01
C 0.17 -0.18 0.15
C -0.19 0.02 -0.38

***

# 6
A molecular structure, C9H13Cl2OPdS5. Source: the Open Molecules 2025 dataset; level of theory: ωB97M-V with the def2-TZVPD basis set.

Output
Frontier orbital gap (alpha / beta)   6.1 / 6.1 eV
ΔE to the lowest compared entry with this formula, charge and spin   7.4 kcal per mole
Net charge   +1
F_max   0.53 eV/Å
LUMO energy (alpha / beta)   -5.50 / -5.50 eV

Positions of all 31 atoms, in Å:
Pd 0.679 -0.886 -0.133
Cl 2.010 -2.389 1.364
C 2.500 -1.553 -0.090
Cl 0.021 -0.243 -2.381
H 2.741 -2.248 -0.889
H 3.262 -0.804 0.104
C 2.492 2.385 2.717
C 2.908 2.661 1.270
C 1.664 2.247 0.514
O 1.177 1.084 1.213
C 1.611 1.141 2.594
H 1.921 3.223 3.116
H 3.343 2.214 3.374
H 3.753 2.034 0.978
H 3.177 3.702 1.096
H 1.845 1.963 -0.522
H 0.900 3.031 0.544
H 2.156 0.223 2.814
H 0.726 1.182 3.230
C -4.033 0.644 -2.580
S -4.613 -1.056 -2.697
C -3.531 -2.047 -1.812
C -2.379 -1.800 -1.081
S -1.661 -0.309 -0.829
S -1.556 -3.225 -0.437
C -2.670 -4.420 -1.024
S -2.556 -6.007 -0.792
S -4.027 -3.700 -1.892
H -4.773 1.197 -3.157
H -3.059 0.749 -3.054
H -4.027 1.009 -1.559

Atoms 1-6, force components in eV/Å:
Pd -0.19 0.05 0.23
Cl 0.00 -0.01 0.05
C 0.24 -0.08 -0.13
Cl -0.20 0.08 0.00
H -0.03 0.03 0.00
H -0.05 0.04 0.05

***

# 7
4 unconnected molecules or ions with the total composition C9H13Cl5N in a non-equilibrium geometry. Source: the Open Molecules 2025 dataset; level of theory: ωB97M-V with the def2-TZVPD basis set.

Output
Frontier orbital gap (alpha / beta)   1.3 / 5.9 eV
2S+1   2
ΔE to the lowest compared entry with this formula, charge and spin   0.0 kcal per mole
Net charge   -2
<S²>   0.760
F_max   2.44 eV/Å
LUMO energy (alpha / beta)   4.34 / 4.32 eV

Positions of all 28 atoms, in Å:
Cl -1.228 -1.729 -0.475
Cl 2.874 -0.531 2.452
C 1.851 -0.424 0.959
C 2.371 -1.335 -0.081
Cl 4.051 -1.034 -0.769
H 1.917 0.608 0.615
H 0.836 -0.655 1.284
H 1.699 -1.543 -0.914
H 2.437 -2.324 0.371
Cl -3.010 -4.043 4.189
C -2.661 -3.016 2.727
C -2.638 -1.534 2.989
Cl -1.306 -1.012 4.123
H -3.389 -3.369 1.996
H -1.730 -3.403 2.312
H -3.619 -1.250 3.371
H -2.453 -0.961 2.080
N -0.047 2.888 -0.990
C 0.113 1.613 -1.340
C 0.422 1.220 -2.628
C 0.692 2.261 -3.615
C 0.540 3.558 -3.211
C 0.183 3.826 -1.913
H -0.041 0.853 -0.589
H 0.584 0.165 -2.792
H 0.971 1.999 -4.625
H 0.547 4.332 -3.964
H 0.034 4.837 -1.563

Atoms 1-6, force components in eV/Å:
Cl -0.06 -0.33 0.40
Cl 0.07 0.02 0.12
C 0.44 1.38 -0.02
C 0.12 -2.25 -0.39
Cl -0.84 0.23 0.46
H -0.19 0.02 0.23

***

# 8
A molecular structure, C9H13ClN4O6TeY in a non-equilibrium geometry. Source: the Open Molecules 2025 dataset; level of theory: ωB97M-V with the def2-TZVPD basis set.

Output
Frontier orbital gap   5.8 eV
ΔE to the lowest compared entry with this formula, charge and spin   13.1 kcal per mole
Net charge   -1
F_max   2.01 eV/Å
LUMO energy   2.39 eV

Positions of all 35 atoms, in Å:
Y -0.366 -0.841 0.389
C 3.859 -1.092 0.789
C 3.295 -0.205 -0.262
N 2.017 -0.005 -0.472
C 1.913 0.897 -1.504
C 3.168 1.249 -1.925
N 4.020 0.536 -1.122
C 3.775 2.136 -2.959
O 2.980 2.869 -3.687
O 4.986 2.146 -3.065
C 0.558 1.311 -1.977
O 0.470 2.226 -2.821
O -0.414 0.700 -1.461
H 3.112 -1.220 1.570
H 4.760 -0.660 1.226
H 4.107 -2.073 0.381
H 5.021 0.605 -1.205
H 1.987 2.699 -3.449
C -5.774 -0.426 2.283
O -4.779 -1.233 1.657
C -3.735 -0.658 1.047
O -2.883 -1.384 0.577
N -3.743 0.691 0.962
N -2.571 1.279 0.492
H -6.486 -1.116 2.720
H -6.292 0.206 1.560
H -5.347 0.182 3.079
H -4.337 1.217 1.572
H -1.966 1.455 1.247
H -2.768 2.101 -0.054
Cl -0.842 -3.902 1.247
C 0.495 -3.080 0.267
H 0.499 -3.614 -0.684
H 1.413 -3.366 0.774
Te -0.135 0.371 2.806

Atoms 1-6, force components in eV/Å:
Y -0.65 0.59 -1.03
C 0.06 0.01 -0.04
C 0.11 -0.01 0.22
N -0.78 -0.18 -0.18
C 0.01 -0.13 0.06
C -0.06 0.18 -0.20